1.
# C18H23N3O4

The molecule C18H23N3O4 (ωB97M-V/def2-TZVPD, OMol25).

Positions of all 48 atoms, in Å:
C: -1.77693 -0.71892 2.52640
C: -1.60943 -1.99291 1.70874
C: -1.48498 -1.71716 0.20441
C: -2.74180 -1.12894 -0.37052
C: -3.81388 -1.94136 -0.69864
C: -4.98250 -1.41754 -1.22568
C: -5.08040 -0.05689 -1.43987
C: -4.02185 0.77902 -1.12198
C: -2.85870 0.25325 -0.57700
O: -1.76842 1.00380 -0.22076
C: -1.78510 2.39586 -0.41575
C: -0.53714 2.95713 0.27189
N: 0.62371 2.15334 -0.03783
C: 1.33564 1.55321 0.94425
O: 1.20667 1.79948 2.12110
C: 2.31928 0.52713 0.43497
C: 2.14234 -0.77099 0.75198
C: 3.03829 -1.79116 0.25511
O: 2.93639 -2.97860 0.47233
N: 4.07268 -1.28888 -0.54276
C: 5.03807 -2.22684 -1.08894
C: 4.28987 0.03141 -0.84507
O: 5.22431 0.39654 -1.52240
N: 3.36495 0.93958 -0.33861
C: 3.61799 2.34615 -0.57797
H: -1.83912 -0.95607 3.58622
H: -0.93563 -0.04604 2.37573
H: -2.68778 -0.19902 2.23808
H: -2.46668 -2.64808 1.88018
H: -0.71400 -2.52450 2.03911
H: -0.65516 -1.03125 0.03285
H: -1.26571 -2.65841 -0.30482
H: -3.72510 -3.00648 -0.54101
H: -5.80639 -2.06915 -1.47350
H: -5.98061 0.36689 -1.85931
H: -4.11823 1.83821 -1.30502
H: -2.67576 2.85680 0.02915
H: -1.76826 2.62806 -1.49225
H: -0.37965 3.99414 -0.04184
H: -0.65225 2.92288 1.35820
H: 0.68439 1.79221 -0.97771
H: 1.33078 -1.08569 1.38447
H: 4.74537 -3.22267 -0.76437
H: 6.03603 -1.98478 -0.72473
H: 5.03896 -2.16401 -2.17675
H: 2.99151 2.72787 -1.38607
H: 4.66218 2.44492 -0.87337
H: 3.43206 2.91843 0.32935

HOMO-LUMO gap = 9.080 eV
SMILES = CCCc1ccccc1OCCNC(=O)c1cc(=O)n(C)c(=O)n1C
LUMO level = 0.41 eV
Calculated total energy = -31700.953 eV
Energy relative to the best compared isomer or geometry (same formula, charge and spin) = 1.0535 eV

***

2.
# C18H15BrN2O4OsS

A structure of composition C18H15BrN2O4OsS at a distorted geometry (ωB97M-V/def2-TZVPD, OMol25).

Positions of all 42 atoms, in Å:
Os: -0.00178 -0.35138 0.14758
C: -2.12038 2.33872 2.75438
C: -1.72468 1.73442 1.44898
O: -1.05948 0.66962 1.51528
C: -2.07908 2.36782 0.19778
C: -2.79438 3.57542 0.16998
C: -3.13648 4.19732 -1.01682
C: -2.81218 3.59992 -2.23902
C: -2.13418 2.40692 -2.26632
C: -1.70908 1.76762 -1.06722
O: -1.01188 0.69162 -1.17562
H: -1.76648 1.70312 3.56398
H: -3.20058 2.44622 2.82788
H: -1.67308 3.32732 2.85588
H: -3.08168 4.04432 1.09688
H: -3.66028 5.14132 -0.99862
H: -3.08658 4.08442 -3.16462
H: -1.87798 1.92602 -3.19982
O: 3.07682 -2.12098 5.20498
C: 2.48672 -1.76178 4.09328
C: 3.01642 -0.84788 3.16398
C: 2.30182 -0.54798 2.03108
N: 1.09892 -1.08058 1.74788
C: 0.58532 -1.93738 2.65078
Br: -1.13288 -2.61998 2.24108
C: 1.22442 -2.31148 3.80498
H: 3.94762 -1.72168 5.35618
H: 3.97552 -0.38578 3.33728
H: 2.69972 0.14582 1.30048
H: 0.77772 -3.00908 4.49608
O: 1.47402 -0.94238 -1.16732
N: 1.34292 -1.58808 -2.31042
C: 2.34472 -1.50668 -3.20702
C: 2.31212 -2.22248 -4.37682
C: 1.21232 -3.04098 -4.65062
C: 0.17782 -3.09048 -3.74592
C: 0.24262 -2.35618 -2.55322
S: -0.99958 -2.42168 -1.37892
H: 3.16122 -0.85488 -2.93632
H: 3.13122 -2.14148 -5.07242
H: 1.17772 -3.62168 -5.55832
H: -0.70488 -3.68498 -3.92122

⟨S²⟩ = 6.029
HOMO-LUMO gap (spin up / spin down) = 7.918 / 5.438 eV
LUMO level (spin up / spin down) = -6.47 / -8.73 eV
2S+1 = 5
Net charge = +2
Calculated total energy = -113407.142 eV

***

3.
# C18H24N4O3Zr

A structure of composition C18H24N4O3Zr at a distorted geometry (ωB97M-V/def2-TZVPD, OMol25).

Positions of all 50 atoms, in Å:
N: 0.84024 2.03535 -0.86045
C: 0.77013 3.17328 -0.66710
C: 0.76145 4.58575 -0.44770
H: -0.27421 4.95131 -0.48679
H: 1.35210 5.07494 -1.23613
H: 1.19981 4.80391 0.53470
N: 2.25024 -1.46378 -1.12645
C: 3.21661 -2.09628 -1.14175
C: 4.40988 -2.87693 -1.16766
H: 5.10830 -2.44205 -1.89715
H: 4.16212 -3.90493 -1.46738
H: 4.86933 -2.87909 -0.17086
N: -1.52576 -1.58894 -0.86002
C: -2.59500 -1.98641 -0.66834
C: -3.88975 -2.55154 -0.45142
H: -3.82476 -3.31555 0.33421
H: -4.24320 -3.00989 -1.38695
H: -4.58564 -1.75752 -0.14779
Zr: 0.26072 -0.17055 -1.82430
C: 0.55847 -2.50680 1.08258
O: 0.52974 -3.23709 1.96423
C: 2.51951 0.50412 1.08585
O: 3.16391 0.85103 1.96597
C: 0.93564 1.08761 -3.46199
C: -0.48823 1.16566 -3.33440
C: -1.26475 -0.03454 -3.33440
C: -0.61034 -1.30165 -3.46198
C: 0.81057 -1.37826 -3.52745
C: 1.58755 -0.17710 -3.52818
H: 1.53568 1.99607 -3.51459
H: -0.98709 2.13377 -3.27095
H: -2.35222 0.02396 -3.27091
H: -1.19326 -2.22125 -3.51439
H: 1.29517 -2.35134 -3.61965
H: 2.67365 -0.22021 -3.62164
C: -1.47328 0.95901 4.74290
N: -0.77359 0.50520 3.54947
C: 0.42927 -0.28033 3.77907
C: -1.18890 0.77716 2.28450
C: -2.43516 1.59286 2.07769
O: -0.54227 0.35489 1.29812
H: -0.92250 0.59909 5.61828
H: -2.49918 0.56325 4.78715
H: -1.52643 2.05718 4.78926
H: 0.17155 -1.17498 4.36627
H: 0.88780 -0.57719 2.83835
H: 1.14297 0.31398 4.36986
H: -2.18159 2.48580 1.49528
H: -3.15121 1.00414 1.49343
H: -2.91408 1.90489 3.01157

HOMO-LUMO gap (spin up / spin down) = 2.556 / 3.948 eV
LUMO level (spin up / spin down) = -17.32 / -16.72 eV
Net charge = +4
Calculated total energy = -32391.146 eV

***

4.
# CH3NS3

A cluster of 2 separate species, CH3NS3 in total at a distorted geometry (ωB97M-V/def2-TZVPD, OMol25).

Positions of all 8 atoms, in Å:
C: -1.88171 -1.20476 0.49431
N: 1.21070 0.72591 1.14877
S: -0.80332 -2.11965 -0.32914
S: 2.20985 1.63029 -1.64172
S: 1.31057 0.19713 -0.19533
H: -2.95009 -1.53323 0.60048
H: -1.59221 -0.29225 0.76792
H: 2.49621 2.59656 -0.84527

HOMO-LUMO gap = 7.997 eV
LUMO level = -0.99 eV
Calculated total energy = -35077.975 eV
Energy relative to the best compared isomer or geometry (same formula, charge and spin) = 2.7201 eV

***

5.
# C8H23BrN2O3P

A cluster of 3 separate species, C8H23BrN2O3P in total (ωB97M-V/def2-TZVPD, OMol25).

Positions of all 38 atoms, in Å:
N: 2.09635 0.04557 0.73821
N: 0.78034 0.64584 0.94130
P: -0.23558 -0.26302 0.07678
O: -0.44187 -1.74237 0.89065
Br: -2.22740 0.77728 0.65255
H: 2.15762 -0.86195 1.19219
H: 2.31479 -0.08084 -0.25190
H: -0.20777 -2.42033 0.24280
C: -2.13220 -5.33757 -2.85080
C: -1.72502 -3.89396 -2.60089
O: -0.35992 -3.73184 -2.27129
C: 0.58083 -4.14031 -3.24114
C: 0.46192 -3.40017 -4.56332
H: -1.85528 -5.96309 -2.00074
H: -3.21194 -5.39882 -2.99332
H: -1.65640 -5.75118 -3.74224
H: -2.26744 -3.49925 -1.74218
H: -1.99198 -3.26555 -3.45832
H: 0.52849 -5.22530 -3.40221
H: 1.55290 -3.93170 -2.79332
H: -0.47206 -3.62992 -5.07889
H: 1.28384 -3.68237 -5.22340
H: 0.49965 -2.32326 -4.39590
C: 1.62476 3.65030 1.87806
C: 0.50879 3.19828 2.79636
O: 0.56029 3.78470 4.10584
C: 0.46388 5.18745 4.14787
C: -0.83407 5.74126 3.57755
H: 2.59689 3.47134 2.34255
H: 1.56369 3.06924 0.95883
H: 1.55881 4.71500 1.63041
H: 0.58786 2.12398 2.93949
H: -0.46851 3.37746 2.33873
H: 1.32250 5.65283 3.64520
H: 0.53562 5.45012 5.20653
H: -0.91519 5.55926 2.50585
H: -0.88530 6.82042 3.73978
H: -1.69187 5.27247 4.06230

HOMO-LUMO gap = 6.099 eV
LUMO level = 2.81 eV
Net charge = -1
Calculated total energy = -97123.271 eV

***

> Which of these has the lowest calculated total energy?

C18H15BrN2O4OsS

***

> Look up the calculated total energy of the fourth one.

-35077.975 eV

***

> Look up the calculated total energy of the third one.

-32391.146 eV

***

> Which of these has the highest calculated total energy?

C18H23N3O4